(1)
{
  "formula": "C13H25CeFOP2",
  "method": "ωB97M-V/def2-TZVPD",
  "elements": ["O", "C", "H", "H", "H", "H", "H", "H", "C", "H", "C", "H", "C", "Ce", "H", "P", "C", "H", "H", "H", "C", "C", "H", "H", "C", "F", "P", "H", "H", "H", "H", "C", "H", "H", "H", "H", "H", "C", "C", "H", "C", "C", "H"],
  "xyz": [[2.417125, -0.944361, 2.495859], [-3.143281, 1.479997, 2.211168], [-2.619079, -2.283119, -0.216126], [-2.524616, -3.894390, -0.986872], [-0.851247, -4.910643, 1.057393], [-0.247474, -0.008073, -2.138899], [3.349947, 2.662470, 1.070914], [-2.445366, 0.219902, -0.880418], [-0.871620, 0.806704, 2.048866], [-0.087047, -5.001469, -1.873762], [2.379970, 3.145182, 0.920064], [1.475139, -4.282621, -1.473595], [-3.370221, 1.096699, 0.898105], [0.866126, -0.381551, -0.673596], [2.564896, 4.226139, 0.844617], [1.600423, 2.364579, -0.527385], [-0.286884, -3.965865, 1.104001], [-4.332505, 1.185796, 0.431376], [3.029479, -1.527783, -1.702392], [2.824652, 3.773147, -2.159649], [0.097836, 3.416515, -0.885875], [-2.059011, -2.891947, -0.949397], [0.753470, -4.212374, 1.343487], [-0.721666, -3.357121, 1.906101], [0.438397, -4.047668, -1.741264], [-4.178681, 2.022320, 2.943735], [-0.272691, -2.980176, -0.434676], [2.175353, 2.302363, -2.874715], [0.103636, 0.649781, 2.525520], [3.625002, 2.246049, -1.817984], [0.397803, -3.519196, -2.702201], [-2.296176, 0.560420, 0.146704], [0.361726, 4.488260, -0.983726], [-2.115407, -2.444475, -1.959577], [-1.721551, 1.666611, 3.827048], [-0.345425, 3.082691, -1.845381], [3.293897, -0.801801, -1.716747], [-1.914196, 1.357781, 2.812004], [-1.048819, 0.462730, 0.741874], [-0.632304, 3.313876, -0.058172], [2.647166, 2.710491, -1.974036], [1.937305, -0.763128, 1.450961], [1.745907, 2.977248, 1.796628]],
  "forces_ev_per_angstrom": [[-1.84, 0.77, -4.22], [-0.94, 0.57, 0.34], [0.28, -0.15, -0.46], [0.40, 0.34, 0.04], [0.13, 0.36, -0.24], [-1.21, 0.36, -1.80], [-0.10, 0.00, 0.17], [-0.15, 0.29, 0.25], [-0.34, 0.72, 1.49], [-0.03, 0.23, 0.16], [0.32, 0.28, 0.06], [-0.08, 0.07, -0.23], [0.74, -0.56, -0.74], [-1.28, 0.60, -1.65], [-0.19, -0.28, -0.24], [-0.67, 1.92, 0.12], [-0.01, -0.31, 0.02], [-0.41, 0.14, 0.14], [0.56, 0.80, -0.10], [-0.14, -0.02, 0.16], [0.10, -0.08, 0.12], [0.08, 0.02, 0.12], [-0.16, 0.08, 0.16], [0.20, -0.07, -0.14], [0.12, -0.28, 0.07], [0.89, -0.53, -0.75], [-1.43, -1.39, 0.10], [0.09, -0.07, 0.14], [-0.37, 0.30, 0.08], [-0.04, -0.05, -0.18], [0.14, -0.06, 0.19], [-1.13, 0.65, 0.87], [0.09, -0.57, 0.06], [-0.04, -0.06, 0.56], [-0.31, 0.05, 0.16], [0.10, 0.08, 0.62], [-0.07, -0.93, -0.04], [0.87, -0.33, -0.08], [1.91, -1.52, -1.76], [0.34, -0.09, -0.56], [0.42, 0.16, -0.09], [3.06, -1.38, 7.21], [0.11, -0.08, -0.12]],
  "homo_lumo_gap_ev": [6.8, 6.8],
  "total_charge": 1,
  "spin_multiplicity": 2,
  "lumo_energy_ev": [-4.42, -4.47],
  "homo_energy_ev": [-11.2, -11.2],
  "s_squared": 0.7569
}

=====

(2)
{
  "formula": "C13H25HoO",
  "method": "ωB97M-V/def2-TZVPD",
  "elements": ["H", "O", "H", "C", "H", "H", "C", "H", "Ho", "H", "C", "H", "C", "H", "H", "H", "C", "C", "H", "H", "C", "H", "H", "H", "H", "H", "H", "H", "C", "C", "H", "C", "C", "H", "H", "H", "H", "H", "C", "C"],
  "xyz": [[1.604303, -3.710730, 0.374826], [-1.660302, -0.522171, 3.012262], [2.628445, 0.400123, -1.183537], [0.469522, -1.893075, 0.280190], [3.046430, -0.899650, -0.045084], [-1.028601, 4.003984, -0.360223], [1.363754, -2.840491, 1.019521], [0.350067, 0.170488, -3.411758], [-0.769063, 0.074527, 0.935907], [-2.779348, 0.160488, -1.873811], [-1.315507, -1.119142, -0.974214], [2.192722, 2.944300, 1.917491], [-0.040421, 0.608053, -2.475791], [-2.760616, -2.586364, 1.068324], [0.485842, 4.932475, 0.085561], [0.675900, 1.387541, -2.170588], [-2.706982, -0.787491, -1.334364], [2.397893, -0.634575, -0.896370], [-1.198201, -1.131976, 3.610643], [0.479983, 3.778204, -1.248972], [-0.931801, -2.053477, 0.050927], [0.217633, 1.798226, -0.168771], [2.458426, 3.667802, 0.261949], [2.638993, 1.964182, 0.489317], [-0.992214, 1.103395, -2.714857], [-2.054347, -3.875882, 0.101568], [-0.175340, 2.535964, 1.489825], [0.896275, -3.215327, 1.943917], [0.945123, -0.843771, -0.578058], [0.483304, 2.660830, 0.568290], [2.320434, -2.350761, 1.265659], [0.069360, 3.941233, -0.241850], [-1.807455, -3.025372, 0.751005], [-3.137182, -1.543626, -1.993688], [-3.336670, -0.747687, -0.435742], [-1.296186, -3.452791, 1.621359], [2.682486, -1.282829, -1.749275], [-2.273699, -0.013161, 3.570536], [2.014209, 2.813940, 0.832990], [-0.157170, -0.415423, -1.395132]],
  "forces_ev_per_angstrom": [[-0.22, 0.44, 0.33], [0.17, 0.15, 0.31], [-0.07, -0.28, 0.02], [0.00, -0.38, -0.97], [-0.24, 0.15, -0.41], [0.50, 0.20, 0.11], [0.28, 0.00, 0.40], [-0.20, 0.05, 0.40], [-0.07, 2.54, 1.44], [-0.05, -0.07, 0.11], [0.93, -0.70, -0.25], [0.06, 0.11, -0.65], [0.11, 0.54, -0.23], [0.05, -0.13, 0.03], [-0.44, -1.26, 0.27], [-0.18, -0.20, -0.29], [-0.48, 0.21, -0.30], [0.39, 0.31, 0.14], [-0.22, -0.07, 0.05], [-0.11, 0.17, 0.19], [0.70, -0.32, -0.76], [0.68, 0.98, 0.69], [-0.75, -0.50, 0.66], [-0.58, 0.14, 0.38], [0.25, -0.19, 0.04], [0.01, 0.22, 0.05], [0.85, 0.37, -0.45], [0.30, 0.02, -0.31], [-0.24, -1.18, -0.84], [-0.23, 0.67, -0.84], [-0.41, -0.34, 0.07], [-0.65, -0.21, -0.41], [-0.36, -0.55, 0.24], [-0.14, -0.07, 0.14], [-0.29, 0.01, -0.07], [-0.22, 0.12, -0.11], [-0.18, 0.29, 0.42], [0.03, -0.18, -0.02], [0.54, -0.68, 0.19], [0.48, -0.37, 0.25]],
  "homo_lumo_gap_ev": [7.9, 8.0],
  "total_charge": 2,
  "spin_multiplicity": 5,
  "lumo_energy_ev": [-7.99, -7.84],
  "e_above_lowest_ev": 0.000,
  "homo_energy_ev": [-15.9, -15.8],
  "s_squared": 6.0058
}

=====

(3)
{
  "formula": "C13H25IO6",
  "method": "ωB97M-V/def2-TZVPD",
  "elements": ["O", "H", "H", "H", "C", "H", "H", "O", "H", "C", "C", "H", "H", "H", "H", "O", "O", "H", "H", "H", "H", "C", "H", "C", "C", "H", "C", "H", "C", "C", "I", "C", "C", "O", "H", "H", "H", "H", "C", "C", "H", "H", "H", "O", "H"],
  "xyz": [[1.676367, -0.764386, 0.192211], [-5.989651, -0.633887, -1.168268], [4.416046, -0.319007, -3.475191], [-1.969424, 2.404105, 1.234011], [-5.011362, -2.741615, 1.270736], [-5.610261, -2.061118, 1.877118], [5.576328, 1.331459, -0.175598], [-4.002437, -2.026548, 0.552823], [-0.152426, 1.690742, 2.813339], [-1.295240, 1.602155, 0.973560], [-5.615983, -0.318246, -0.195052], [-0.480080, 2.054441, 0.421552], [-6.304119, -0.645070, 0.580922], [3.266153, 0.500291, -2.023104], [4.950971, 0.204038, -5.058268], [1.796353, 1.320507, 0.891320], [5.204289, 2.668143, -4.460638], [3.247156, 1.814584, -0.880254], [4.532927, -0.085795, 0.059516], [-5.588999, 0.768077, -0.161723], [5.661072, -0.015348, -1.299014], [1.262796, 0.066218, 0.894299], [-0.436110, -1.029141, 1.433866], [-4.206054, -0.830636, -0.022485], [0.143782, -0.234240, 1.868873], [-6.409498, -2.983193, -0.368972], [-5.860142, -3.592599, 0.348935], [-6.578343, -4.177288, 0.924266], [2.666701, 1.506069, 2.004204], [4.978983, 0.573305, -0.684787], [-2.320248, 0.265288, 3.488671], [3.899162, 1.230388, -1.519170], [4.907625, 1.810470, -3.674021], [-3.261411, -0.219454, -0.447356], [-1.768087, 0.832142, 0.376007], [-5.229244, -4.274729, -0.220915], [0.648682, -0.566589, 2.767505], [-4.469184, -3.381425, 1.964999], [5.105907, 0.344772, -3.991514], [-0.701034, 0.976415, 2.223289], [3.138777, 2.465479, 1.877639], [2.137238, 1.479682, 2.952323], [3.455133, 0.762518, 2.033531], [4.457610, 2.162655, -2.455596], [6.129280, 0.066368, -3.743587]],
  "forces_ev_per_angstrom": [[1.27, -2.08, -2.17], [0.00, -0.02, 0.00], [0.12, 0.00, 0.12], [-0.42, 0.09, -0.06], [-0.22, -0.14, -0.01], [-0.01, 0.05, -0.06], [-0.05, 0.02, 0.02], [0.32, 0.00, 0.13], [0.07, 0.19, 0.31], [0.42, 0.03, 0.51], [-0.06, 0.18, 0.41], [0.20, 0.07, -0.28], [-0.03, -0.14, -0.10], [0.03, -0.01, -0.01], [0.16, 0.11, -0.03], [0.18, 0.33, 0.38], [-0.05, 0.03, 0.11], [-0.02, 0.14, -0.10], [-0.04, -0.03, -0.03], [0.10, -0.01, -0.17], [-0.05, -0.06, 0.01], [-1.30, 1.05, 1.48], [-0.24, -0.34, -0.02], [-0.23, 0.08, -0.18], [0.42, 1.08, 0.34], [-0.05, 0.02, 0.06], [0.00, 0.07, -0.14], [0.01, 0.00, 0.01], [0.16, 0.21, 0.12], [0.14, 0.01, -0.06], [0.17, 0.16, 0.05], [0.18, -0.18, 0.05], [0.21, -0.17, -0.06], [-0.15, -0.30, -0.10], [-0.16, 0.23, -0.06], [0.02, -0.03, 0.06], [0.02, -0.51, 0.28], [0.12, 0.07, -0.04], [-0.42, -0.11, -0.10], [-0.61, -0.43, -0.65], [0.03, 0.39, -0.01], [-0.20, 0.07, 0.15], [0.11, -0.33, -0.14], [-0.16, 0.25, -0.05], [0.01, 0.00, 0.02]],
  "homo_lumo_gap_ev": 9.8,
  "spin_multiplicity": 1,
  "smiles": "COC(=O)C[C@@H](C)I.CCOC(C)=O.CCOC(C)=O",
  "lumo_energy_ev": 0.32,
  "homo_energy_ev": -9.5
}

=====

(4)
{
  "formula": "C13H25KN6O8",
  "method": "ωB97M-V/def2-TZVPD",
  "elements": ["C", "C", "H", "H", "H", "O", "C", "H", "O", "C", "N", "C", "C", "H", "C", "H", "H", "H", "O", "O", "C", "O", "C", "N", "H", "H", "H", "C", "H", "H", "N", "N", "H", "O", "C", "O", "H", "H", "O", "C", "H", "H", "H", "H", "K", "C", "H", "H", "N", "H", "H", "H", "N"],
  "xyz": [[-0.320667, 2.063919, -1.699058], [0.285822, 3.042745, 0.616573], [6.047027, 0.983964, -0.864566], [4.995883, -3.023311, -2.216839], [4.500688, 2.498561, -2.868074], [2.632822, 0.243050, -0.608630], [-2.997828, -0.628912, -1.887492], [-1.619673, -1.525510, -0.966330], [1.777764, -3.097573, 4.317663], [0.328002, -1.295694, -2.687020], [-0.966149, 0.773634, -1.902207], [1.606390, -2.510746, 3.226574], [2.944241, -2.435099, -0.469901], [0.037450, -3.755453, 2.903620], [-0.323496, 0.060644, -3.002564], [-2.806009, 1.394631, -1.173429], [1.964207, -2.581653, -0.932612], [4.785031, -1.539377, -3.170865], [-0.174701, -1.974823, -1.743940], [0.219349, 2.180749, 1.541195], [3.895225, 1.965969, -2.130963], [2.185317, -1.489873, 2.762976], [3.523819, -0.243890, -1.303563], [0.625400, -3.136676, 2.377762], [3.450150, -2.691087, -3.059523], [-4.085833, -0.535835, -1.820730], [-2.765058, 1.226743, -2.929142], [-2.413804, 0.777121, -1.975070], [2.830795, -2.037157, 0.538130], [-1.059294, -0.146415, -3.790770], [1.146348, 3.992767, 0.369855], [0.007324, -2.397667, 1.349296], [-0.932942, -2.118617, 1.605419], [-1.889610, 3.332726, -0.387032], [-0.773678, 2.869123, -0.472129], [-2.556444, -1.347426, -0.768455], [-0.031736, -2.913918, 0.480754], [2.853436, 2.016437, -2.439411], [1.329948, -1.585731, -3.382631], [4.285703, -2.245161, -2.514036], [3.449234, -3.401152, -0.395117], [-2.780346, -1.182536, -2.808892], [-0.434422, 2.737482, -2.570802], [1.817331, 3.967237, 1.139636], [1.173268, 0.072827, 1.255525], [5.783930, 0.490958, -1.812101], [6.109099, -0.545662, -1.753597], [0.432857, 0.691373, -3.469223], [3.776955, -1.576654, -1.323447], [6.340193, 0.980837, -2.615465], [0.750165, 1.877300, -1.596804], [3.969639, 2.472024, -1.163160], [4.355062, 0.581134, -2.081591]],
  "forces_ev_per_angstrom": [[0.08, 0.05, 0.04], [0.04, 0.15, -0.32], [-0.01, 0.00, -0.02], [0.01, 0.00, -0.01], [0.01, -0.01, 0.02], [0.80, -0.03, -0.97], [-0.10, 0.06, 0.13], [0.75, -0.25, -0.11], [-0.03, 0.14, -0.30], [0.58, -0.09, 0.64], [0.13, -0.11, 0.09], [0.10, 0.13, 0.04], [0.05, -0.05, -0.24], [-0.20, -0.17, 0.13], [-0.25, 0.06, -0.20], [0.01, -0.03, 0.11], [0.00, 0.04, 0.06], [-0.06, 0.03, -0.02], [0.21, 0.06, -0.51], [-0.44, 1.17, 0.11], [0.02, -0.03, -0.05], [0.07, -0.93, 0.71], [-0.32, -0.03, 0.31], [0.37, 0.07, -0.15], [-0.01, 0.03, 0.01], [-0.06, 0.01, -0.03], [-0.03, 0.03, -0.01], [0.10, 0.12, -0.18], [0.07, 0.08, -0.09], [-0.07, 0.05, -0.09], [-0.24, -0.22, 0.16], [-0.09, -0.07, 0.30], [-0.07, 0.00, -0.06], [-0.12, 0.08, -0.05], [0.15, -0.10, 0.06], [-0.75, 0.19, 0.20], [0.07, 0.00, -0.07], [0.04, -0.10, 0.01], [-0.47, -0.10, 0.13], [-0.05, 0.04, 0.12], [0.01, 0.03, 0.02], [0.06, -0.06, -0.07], [-0.15, 0.03, -0.02], [0.12, 0.08, 0.02], [-0.41, -0.40, 0.03], [-0.06, -0.06, 0.00], [-0.05, 0.03, 0.01], [0.12, -0.01, 0.01], [0.12, -0.05, 0.00], [-0.04, 0.00, 0.00], [-0.07, -0.01, 0.07], [0.02, 0.00, 0.02], [0.05, 0.14, -0.01]],
  "homo_lumo_gap_ev": 7.1,
  "total_charge": -2,
  "spin_multiplicity": 1,
  "lumo_energy_ev": 4.45,
  "e_above_lowest_ev": 0.922,
  "homo_energy_ev": -2.7
}

=====

| no. | largest force on an atom (eV/Å) |
| --- | --- |
| 1 | 8.0 |
| 2 | 2.9 |
| 3 | 3.3 |
| 4 | 1.3 |